No. 1
Molecular formula: C26H25IrN4O5S
Method: DFT, ωB97M-V with the def2-TZVPD basis set

Element x y z (Å)
Ir1 0.091 0.000 -1.811
O1 -0.265 3.959 -2.302
C1 -0.363 2.779 -2.056
O2 0.174 1.805 -2.749
C2 -1.254 2.331 -0.893
C3 -2.060 3.146 -0.121
C4 -2.859 2.546 0.850
C5 -2.833 1.170 1.048
C6 -1.975 0.422 0.261
N1 -1.248 1.023 -0.662
C7 -1.734 -1.086 0.289
O3 -2.418 -1.783 1.013
O4 -0.824 -1.513 -0.542
H1 -2.062 4.213 -0.296
H2 -3.508 3.161 1.461
H3 -3.452 0.682 1.788
C8 0.539 1.790 5.197
C9 0.247 0.522 4.383
C10 -1.185 0.611 3.862
C11 0.355 -0.710 5.293
C12 1.269 0.400 3.252
C13 2.631 0.328 3.590
C14 3.601 0.193 2.624
C15 3.202 0.117 1.296
S1 4.220 -0.121 -0.080
C16 2.828 -0.123 -1.084
N2 1.676 0.090 -0.469
C17 1.861 0.192 0.918
C18 0.899 0.344 1.918
C19 2.860 -0.461 -2.486
C20 4.043 -0.620 -3.214
C21 3.967 -0.923 -4.555
C22 2.711 -1.041 -5.155
C23 1.548 -0.878 -4.425
C24 1.586 -0.607 -3.054
H4 -0.203 1.904 5.990
H5 0.499 2.676 4.560
H6 1.524 1.757 5.664
H7 -1.871 0.716 4.705
H8 -1.480 -0.277 3.297
H9 -1.311 1.487 3.223
H10 -0.379 -0.642 6.100
H11 1.343 -0.797 5.747
H12 0.158 -1.624 4.730
H13 2.931 0.373 4.628
H14 4.649 0.130 2.887
H15 -0.147 0.389 1.668
H16 5.010 -0.501 -2.737
H17 4.867 -1.053 -5.142
H18 2.651 -1.254 -6.216
H19 0.590 -0.950 -4.924
C25 -3.442 -3.293 -2.738
N3 -2.581 -2.140 -2.537
C26 -2.151 -1.334 -3.517
N4 -2.723 -1.430 -4.745
O5 -1.233 -0.501 -3.371
H20 -3.169 -4.052 -2.010
H21 -3.306 -3.723 -3.732
H22 -4.493 -3.041 -2.593
H23 -1.936 -2.177 -1.750
H24 -3.610 -1.881 -4.868
H25 -2.456 -0.722 -5.407

Values from the calculation:
HOMO level: -7.9 eV
calculated total energy: -2103.66985 a.u.
HOMO-LUMO gap: 0.29002 Eh
energy relative to the best compared isomer or geometry (same formula, charge and spin): 0.0 kJ/mol
net charge: 0

No. 2
Molecular formula: C11H22NSi
Method: DFT, ωB97M-V with the def2-TZVPD basis set

Element x y z (Å)
C1 3.099 -0.311 -0.138
C2 2.666 1.138 -0.265
C3 1.913 -0.916 0.558
C4 1.427 1.255 0.264
C5 0.937 -0.007 0.803
C6 0.682 0.183 -3.231
C7 -1.925 -0.443 -3.356
C8 0.648 0.258 3.679
C9 -1.353 -1.623 1.934
C10 -1.468 1.520 1.540
C11 -0.598 -0.421 -2.630
N1 -0.698 -0.632 -1.360
Si1 -0.340 -0.082 2.134
H1 4.049 -0.559 0.344
H2 3.484 1.751 -0.623
H3 2.002 -1.942 0.918
H4 0.907 2.117 0.078
H5 0.943 -0.215 -4.201
H6 0.572 1.349 -3.376
H7 1.438 -0.020 -2.559
H8 -2.662 -0.644 -2.579
H9 -1.690 -1.232 -4.077
H10 -2.249 0.404 -3.882
H11 0.182 1.008 4.321
H12 0.688 -0.723 4.052
H13 1.588 0.673 3.467
H14 -1.450 -2.198 2.818
H15 -2.368 -1.460 1.747
H16 -1.022 -2.096 1.108
H17 -1.424 1.640 0.425
H18 -2.441 1.110 1.801
H19 -1.148 2.535 1.805
H20 3.392 -0.830 -1.178
H21 -1.498 -0.442 -0.903
H22 0.033 -0.790 -0.758

Values from the calculation:
HOMO level: -11.9 eV
calculated total energy: -776.23987 a.u.
HOMO-LUMO gap: 0.27869 Eh
energy relative to the best compared isomer or geometry (same formula, charge and spin): 14.1 kJ/mol
net charge: +1

No. 3
Molecular formula: C19H35I2O2P2Y
Method: DFT, ωB97M-V with the def2-TZVPD basis set

Element x y z (Å)
I1 0.546 2.814 -3.328
I2 -1.116 4.398 -1.550
Y1 -0.373 0.852 -0.772
P1 1.653 3.150 0.083
C1 3.300 2.361 0.262
C2 2.215 4.684 -0.780
H1 3.069 5.111 -0.237
H2 2.384 4.529 1.960
H3 1.400 5.416 -0.813
H4 0.594 4.494 1.799
H5 3.564 1.879 -0.688
H6 2.498 4.450 -1.811
C3 1.512 3.891 1.764
H7 4.050 3.123 0.505
H8 1.453 3.090 2.506
H9 3.284 1.597 1.049
P2 -2.801 0.834 -2.417
C4 -3.445 -0.653 -3.256
C5 -4.297 1.320 -1.462
H10 -2.854 3.040 -3.435
H11 -3.923 1.896 -4.310
H12 -2.138 1.849 -4.521
C6 -2.951 2.015 -3.807
H13 -4.117 2.292 -0.990
H14 -5.157 1.394 -2.145
H15 -4.403 -0.406 -3.742
H16 -3.604 -1.462 -2.536
H17 -4.507 0.576 -0.685
H18 -2.730 -0.996 -4.014
C7 -0.236 -0.693 -2.626
O1 -0.119 -1.490 -3.461
C8 -2.141 -3.344 -0.498
C9 -1.817 -2.115 0.359
C10 -3.047 -1.669 1.165
C11 -0.625 -2.405 1.259
C12 -0.694 -3.373 2.253
C13 0.426 -3.666 3.028
C14 1.625 -2.992 2.824
C15 1.731 -2.007 1.852
C16 3.043 -1.288 1.574
C17 3.530 -0.499 2.795
C18 4.117 -2.266 1.088
C19 0.557 -1.628 1.169
O2 0.553 -0.526 0.440
H19 -2.309 -4.232 0.137
H20 -1.305 -3.566 -1.179
H21 -3.044 -3.192 -1.103
H22 -1.560 -1.303 -0.356
H23 -3.414 -2.489 1.804
H24 -2.803 -0.809 1.801
H25 -3.859 -1.370 0.488
H26 -1.617 -3.930 2.396
H27 0.359 -4.416 3.817
H28 2.514 -3.260 3.398
H29 2.862 -0.575 0.761
H30 3.756 -1.176 3.631
H31 4.448 0.059 2.554
H32 2.764 0.214 3.123
H33 3.770 -2.820 0.211
H34 5.030 -1.725 0.797
H35 4.397 -2.985 1.874

Values from the calculation:
HOMO level: -13.1 eV
calculated total energy: -2211.40736 a.u.
HOMO-LUMO gap: 0.12780 Eh
net charge: +2

No. 4
Molecular formula: C5H7NO
Method: DFT, ωB97M-V with the def2-TZVPD basis set

Element x y z (Å)
C1 -2.465 -0.850 -1.525
C2 -1.622 -0.053 -1.193
C3 -0.565 0.920 -0.868
C4 0.295 0.685 0.412
N1 0.836 -0.666 0.391
C5 1.836 -0.706 1.345
O1 2.691 0.148 1.418
H1 -3.227 -1.548 -1.803
H2 -0.973 1.936 -0.914
H3 0.156 0.868 -1.704
H4 1.124 1.383 0.345
H5 0.043 0.774 1.543
H6 0.085 -1.344 0.501
H7 1.785 -1.547 2.052

Values from the calculation:
HOMO level: -9.9 eV
calculated total energy: -324.62470 a.u.
HOMO-LUMO gap: 0.39444 Eh
SMILES: C#CCCNC=O
energy relative to the best compared isomer or geometry (same formula, charge and spin): 261.9 kJ/mol
net charge: 0